# 1
{"formula": "H5P3S", "method": "ωB97M-V/def2-TZVPD", "orbital_gap_ev": 7.757, "relative_energy_kj_mol": 209.8, "homo_energy_ev": -8.70, "elements": ["P", "P", "P", "S", "H", "H", "H", "H", "H"], "coordinates": [[-0.067443, 1.857520, -0.263748], [0.489939, -1.781058, -0.999083], [-0.959306, 0.289365, 0.963818], [0.623406, -1.060150, 0.935795], [-0.987780, 1.483006, -1.534290], [-1.135435, 2.764667, 0.038378], [2.010191, -1.739613, -1.217706], [0.369010, -3.212982, -0.677350], [-0.342582, 1.399245, 2.754186]], "forces_ev_per_a": [[-1.9, 0.2, -2.3], [1.5, -0.9, -0.9], [-0.1, 1.8, 2.5], [0.9, -0.3, 1.3], [1.6, 0.3, 1.8], [0.4, 0.0, 0.2], [-2.0, -0.3, 0.2], [0.3, 1.1, -0.3], [-0.8, -1.7, -2.6]], "lowdin_charge": [0.288, 0.309, 0.031, -0.171, -0.086, -0.182, -0.095, -0.137, 0.042]}

***

# 2
{"formula": "C9H12NOS", "method": "ωB97M-V/def2-TZVPD", "orbital_gap_ev": 9.395, "relative_energy_kj_mol": 205.5, "total_charge": 1, "homo_energy_ev": -12.80, "elements": ["C", "C", "C", "C", "C", "C", "C", "C", "C", "N", "O", "S", "H", "H", "H", "H", "H", "H", "H", "H", "H", "H", "H", "H"], "coordinates": [[0.581141, 1.264909, 2.594725], [-0.231603, 0.236358, 3.041648], [0.895392, 1.385412, 1.247793], [-0.749392, -0.697072, 2.149231], [0.378063, 0.470897, 0.350961], [-0.454481, -0.562413, 0.811076], [-0.363077, -0.245615, -1.696750], [-2.793406, -1.723569, -0.524000], [2.616867, 0.821108, -2.286042], [0.654273, 0.470888, -1.041706], [1.966361, 0.013537, -1.316885], [-0.939538, -1.687534, -0.514124], [0.978814, 1.977875, 3.300364], [-0.459235, 0.145700, 4.092210], [1.536123, 2.172761, 0.888326], [-1.363184, -1.508556, 2.508442], [-1.256044, 0.366483, -1.822489], [-0.036006, -0.686709, -2.636010], [-3.108621, -2.017573, -1.520719], [-3.079329, -2.479719, 0.199255], [-3.190002, -0.751180, -0.247841], [2.581117, 1.880496, -2.017055], [2.188889, 0.678656, -3.285378], [3.646877, 0.474859, -2.275029]], "forces_ev_per_a": [[0.0, 0.0, -0.1], [-0.1, -0.1, -0.1], [0.0, -0.1, -0.1], [-0.1, -0.1, 0.2], [0.0, -0.3, 0.3], [0.1, 0.0, -0.3], [-0.2, -0.3, -0.6], [0.8, 0.5, 0.0], [0.0, 0.4, -0.3], [-0.2, 0.3, -0.2], [-0.5, -0.6, 0.6], [0.0, 0.6, 0.3], [0.0, 0.1, 0.0], [0.0, 0.0, 0.1], [0.1, 0.1, 0.0], [-0.1, -0.1, 0.0], [0.0, -0.1, 0.1], [0.0, 0.0, 0.1], [0.1, 0.0, -0.1], [0.0, -0.1, 0.0], [0.0, 0.1, 0.0], [0.0, -0.1, 0.0], [0.0, 0.0, 0.1], [0.0, 0.0, -0.1]], "lowdin_charge": [-0.030, -0.042, 0.031, -0.053, -0.218, -0.350, -0.198, -0.210, -0.055, -0.139, -0.125, 1.182, 0.121, 0.120, 0.131, 0.121, 0.121, 0.118, 0.061, 0.058, 0.069, 0.095, 0.090, 0.100]}

***

# 3
{"formula": "C2H6N3S4", "method": "ωB97M-V/def2-TZVPD", "orbital_gap_ev": 8.518, "smiles": "[NH3+][C@@]1(S)N=NC(S)(S)S1", "total_charge": 1, "homo_energy_ev": -13.18, "elements": ["C", "C", "N", "N", "N", "S", "S", "S", "S", "H", "H", "H", "H", "H", "H"], "coordinates": [[-1.044500, 0.195149, -0.103653], [1.599225, 0.000783, -0.154717], [-0.299900, 0.341662, 1.089393], [0.935645, 0.205552, 1.084761], [-2.024684, -1.006590, 0.144339], [0.057812, -0.089036, -1.548933], [-2.063678, 1.789559, -0.259580], [2.424986, 1.725326, -0.302865], [2.700788, -1.431945, 0.018234], [-2.767267, -1.245945, -0.595455], [-2.535169, -0.725098, 0.979748], [-1.494042, -1.852521, 0.221896], [-2.453752, 2.046575, 0.942242], [3.752066, 1.564164, -0.204045], [3.212470, -1.517638, -1.311360]], "forces_ev_per_a": [[-0.9, 1.1, -2.3], [0.6, 1.1, -1.6], [1.6, -0.8, 2.1], [-2.0, -0.3, 0.1], [-1.0, 0.9, -1.4], [0.8, 0.1, 2.3], [1.0, -1.1, -2.5], [-1.1, -0.3, -0.7], [0.1, 0.1, -1.5], [1.4, 1.2, 0.8], [0.0, -0.6, 0.5], [0.6, -0.8, 0.7], [-0.1, -0.3, 1.8], [0.0, -0.8, 0.2], [-0.8, 0.5, 1.6]], "lowdin_charge": [-1.057, -1.236, -0.033, -0.085, 0.175, 0.813, 0.810, 0.730, 0.724, 0.205, 0.147, 0.140, -0.159, -0.128, -0.047]}

***

# 4
{"formula": "C2H2FO3S", "method": "ωB97M-V/def2-TZVPD", "orbital_gap_ev": 7.369, "relative_energy_kj_mol": 191.9, "total_charge": -1, "homo_energy_ev": -3.49, "elements": ["C", "C", "O", "O", "O", "F", "S", "H", "H"], "coordinates": [[0.706054, -1.072280, 1.547813], [0.125611, -0.210526, -0.214744], [-2.546147, 0.103808, -0.458384], [0.381621, -0.974138, 2.682204], [-1.614961, -1.845519, -1.696769], [1.693597, -1.980188, 1.255891], [-1.608007, -1.079484, -0.455914], [1.048768, -0.328376, -0.826953], [-0.146184, 0.825820, -0.021320]], "forces_ev_per_a": [[-0.8, 1.4, -2.2], [1.1, -1.3, 2.3], [1.3, -0.5, -0.4], [-0.1, 0.3, -0.9], [0.6, 0.0, -1.4], [-0.1, 0.1, -0.4], [-1.5, 0.1, 2.3], [-0.8, -0.2, 0.3], [0.3, 0.0, 0.4]], "lowdin_charge": [-0.375, -0.141, -0.590, 0.075, -0.568, -0.005, 0.561, 0.032, 0.011]}

***

# 5
{"formula": "C16H15N3O5", "method": "ωB97M-V/def2-TZVPD", "orbital_gap_ev": 8.595, "smiles": "O=C(CNC(=O)c1ccc2c(c1)OCCO2)N/N=C/c1ccco1", "relative_energy_kj_mol": 182.4, "homo_energy_ev": -8.37, "elements": ["O", "C", "N", "N", "C", "C", "C", "C", "C", "O", "H", "H", "H", "H", "H", "C", "N", "C", "O", "C", "C", "C", "C", "C", "C", "H", "H", "O", "C", "C", "H", "O", "H", "H", "H", "H", "H", "H", "H"], "coordinates": [[-5.717945, -0.395802, -0.141273], [-4.557012, -0.226307, 0.148384], [-3.867645, 0.814126, -0.420173], [-2.617263, 1.157024, -0.103163], [-2.000210, 2.066294, -0.749733], [-0.654477, 2.401853, -0.396656], [0.223083, 3.295735, -0.968889], [1.416757, 3.204009, -0.225325], [1.183527, 2.270905, 0.743089], [-0.056918, 1.782944, 0.647098], [1.801072, 1.880025, 1.527918], [2.318776, 3.758511, -0.385046], [0.032057, 3.929551, -1.810497], [-2.442464, 2.617180, -1.584614], [-4.369323, 1.326375, -1.152219], [-3.819028, -1.115359, 1.145656], [-2.389301, -1.185963, 1.005917], [-1.823669, -2.050884, 0.119592], [-2.448209, -2.936586, -0.430038], [-0.369026, -1.823068, -0.119224], [0.473109, -1.256702, 0.828242], [1.811889, -1.044053, 0.535163], [2.311035, -1.365481, -0.731246], [1.472597, -1.967549, -1.662683], [0.150789, -2.205247, -1.354027], [-0.506515, -2.678079, -2.066687], [1.884989, -2.233933, -2.622539], [3.607751, -1.110809, -1.090819], [4.281357, -0.249572, -0.201181], [3.992032, -0.656139, 1.242811], [4.519796, -0.014851, 1.950298], [2.616399, -0.512204, 1.516728], [4.297799, -1.700507, 1.392165], [5.344039, -0.332798, -0.433304], [3.947211, 0.785927, -0.358515], [0.128290, -0.997796, 1.816417], [-1.880334, -0.341691, 1.223445], [-4.072246, -0.765084, 2.151353], [-4.222755, -2.124011, 1.013573]], "forces_ev_per_a": [[-0.1, -0.1, 0.0], [0.1, -0.2, 0.2], [-0.6, 0.6, -1.0], [0.7, 0.5, 0.3], [-0.8, -0.4, 0.0], [0.8, 0.9, -0.5], [-0.8, -0.6, 0.2], [0.1, -0.4, 0.6], [0.8, 0.7, -0.3], [-0.6, -0.2, 0.1], [0.0, -0.1, 0.1], [0.2, 0.1, 0.0], [-0.1, 0.1, -0.2], [0.0, -0.1, 0.0], [0.1, -0.2, 0.3], [-0.1, -0.2, 0.1], [0.1, -0.1, 0.4], [0.1, 0.1, 0.4], [-0.1, -0.1, -0.3], [0.3, -0.1, -0.1], [0.1, -0.1, -0.2], [0.1, -0.1, -0.1], [-0.1, 0.1, 0.1], [0.1, 0.1, 0.2], [-0.1, 0.0, 0.1], [-0.1, 0.0, -0.1], [0.0, 0.0, -0.1], [-0.3, -0.3, -0.1], [0.1, 0.2, 0.5], [0.5, 0.0, -0.4], [0.0, -0.1, -0.1], [-0.4, 0.0, 0.0], [0.0, 0.1, 0.0], [-0.1, 0.0, 0.1], [0.1, -0.1, 0.0], [-0.1, 0.0, 0.1], [-0.1, -0.2, -0.2], [0.0, 0.0, -0.1], [0.0, 0.3, 0.1]], "lowdin_charge": [0.077, -0.434, 0.063, 0.045, -0.054, -0.266, -0.012, -0.053, -0.111, 0.048, 0.122, 0.102, 0.111, 0.135, 0.164, -0.076, 0.049, -0.450, 0.077, -0.131, 0.049, -0.199, -0.193, 0.019, -0.011, 0.119, 0.122, -0.018, -0.146, -0.145, 0.133, -0.048, 0.141, 0.134, 0.132, 0.132, 0.104, 0.135, 0.134]}

***

# 6
{"formula": "C32H50Br2GeN4O4Sn", "method": "ωB97M-V/def2-TZVPD", "orbital_gap_ev": [5.012, 5.631], "s_squared": 0.78, "spin_multiplicity": 2, "relative_energy_kj_mol": 177.3, "total_charge": 3, "homo_energy_ev": [-16.01, -16.63], "elements": ["Sn", "C", "C", "C", "C", "O", "Ge", "O", "C", "C", "C", "C", "O", "C", "C", "C", "C", "H", "H", "H", "H", "H", "H", "H", "H", "H", "H", "H", "H", "H", "H", "H", "H", "H", "H", "H", "H", "H", "H", "H", "H", "H", "H", "H", "Br", "C", "C", "C", "Br", "C", "C", "C", "C", "N", "C", "C", "O", "H", "H", "H", "H", "C", "C", "C", "C", "C", "N", "H", "H", "H", "H", "H", "H", "H", "H", "H", "N", "C", "N", "C", "C", "C", "C", "C", "H", "H", "H", "H", "H", "H", "H", "H", "H", "H"], "coordinates": [[0.188527, 0.593121, 0.502177], [0.854953, -1.483270, 5.378509], [-0.068632, -1.250660, 4.195080], [-0.905759, 0.013481, 4.421656], [-0.960493, -2.447981, 3.918317], [0.727858, -0.945316, 3.014637], [1.909153, -1.878063, 2.136048], [2.778071, -0.578272, 1.350518], [4.166184, -0.143277, 1.395022], [4.437244, 0.586779, 2.696281], [5.085569, -1.340861, 1.213404], [4.300294, 0.807188, 0.198897], [0.922835, -2.500069, 0.840814], [1.098021, -3.600400, -0.087865], [-0.209951, -3.640215, -0.885583], [2.279760, -3.330514, -1.003760], [1.273678, -4.898345, 0.687352], [0.279186, -1.650479, 6.286917], [1.471004, -2.373031, 5.192457], [1.510897, -0.625463, 5.531022], [-1.545245, -0.131292, 5.290897], [-0.252333, 0.868546, 4.594535], [-1.528181, 0.207970, 3.545193], [-1.629777, -2.630844, 4.757185], [-1.553506, -2.276642, 3.017957], [-0.350303, -3.345714, 3.764752], [4.335902, -0.094485, 3.548261], [5.446807, 0.994909, 2.700195], [3.721888, 1.401329, 2.830674], [4.981902, -2.011690, 2.078325], [4.835484, -1.892794, 0.306421], [6.124525, -1.021813, 1.148877], [3.608621, 1.645601, 0.313713], [5.318374, 1.187432, 0.143616], [4.064224, 0.280833, -0.727349], [-0.369166, -2.683301, -1.387634], [-0.149696, -4.435147, -1.627268], [-1.051957, -3.837205, -0.221058], [2.182961, -2.344453, -1.463718], [3.216054, -3.366834, -0.437779], [2.331389, -4.085908, -1.786662], [0.426214, -5.070326, 1.352493], [1.365034, -5.741505, 0.005436], [2.187547, -4.839912, 1.294694], [2.241086, 4.047794, 4.178318], [1.408355, 4.423272, 2.560779], [1.316374, 5.715867, 2.090734], [0.632654, 5.998162, 0.912326], [0.531403, 7.756715, 0.349292], [-0.003728, 4.953189, 0.144172], [-0.772834, 5.175890, -1.013631], [-1.369728, 4.110748, -1.646204], [-1.148965, 2.823804, -1.164750], [-0.409156, 2.582924, -0.083929], [0.127209, 3.639848, 0.585956], [0.851291, 3.324122, 1.826610], [0.932698, 2.127165, 2.161214], [1.782345, 6.520925, 2.642674], [-0.886949, 6.180331, -1.400172], [-1.995659, 4.265521, -2.514545], [-1.568997, 1.957725, -1.660601], [-5.388191, -0.941705, -0.144462], [-4.861099, 0.343737, 0.512228], [-5.250328, 0.396747, 2.001350], [-5.380187, 1.591317, -0.225506], [-3.391620, 0.355838, 0.433383], [-2.244923, 0.375398, 0.377825], [-6.476376, -0.936983, -0.088859], [-5.022633, -1.828555, 0.373806], [-5.097896, -0.999348, -1.193986], [-6.336925, 0.433434, 2.072388], [-4.844251, 1.285761, 2.485391], [-4.901931, -0.490217, 2.531529], [-6.466203, 1.615327, -0.142618], [-5.117474, 1.562093, -1.283953], [-4.981777, 2.505500, 0.217154], [0.183608, 0.467432, -1.950571], [0.186166, 0.406263, -3.115140], [0.211589, 0.340632, -4.405488], [-0.875487, 0.885390, -5.247587], [-1.490817, -0.237760, -6.115232], [-0.790577, -1.576749, -5.862371], [0.721447, -1.437354, -6.059966], [1.304967, -0.347970, -5.130866], [-0.439616, 1.660258, -5.877597], [-1.615322, 1.351512, -4.601255], [-1.389084, 0.023116, -7.168211], [-2.555677, -0.327954, -5.905905], [-1.179087, -2.321556, -6.555181], [-1.004918, -1.925567, -4.847819], [0.920188, -1.177595, -7.099703], [1.215516, -2.387969, -5.865570], [1.840886, 0.404483, -5.708748], [1.995484, -0.762095, -4.400319]], "forces_ev_per_a": [[0.0, -1.3, 0.1], [0.2, 0.0, -0.3], [-0.6, 0.2, 0.4], [0.3, -0.1, -0.2], [0.3, 0.0, -0.3], [0.5, -0.4, 0.6], [-1.1, 1.4, -1.2], [0.6, -0.6, 0.3], [0.6, 0.4, -0.3], [-0.4, -0.1, 0.1], [-0.3, -0.1, 0.1], [-0.3, -0.2, 0.1], [0.3, -0.7, 0.5], [-0.2, -0.5, -0.6], [0.1, 0.2, 0.2], [0.0, 0.2, 0.3], [0.0, 0.3, 0.3], [0.0, 0.0, 0.0], [0.0, 0.0, 0.1], [0.0, 0.0, 0.0], [0.0, 0.0, 0.0], [0.0, 0.0, 0.0], [-0.1, 0.0, 0.0], [0.0, 0.0, 0.0], [0.0, 0.0, 0.0], [-0.1, 0.0, 0.0], [0.1, 0.0, 0.0], [0.0, 0.0, 0.0], [0.1, 0.0, 0.0], [0.1, 0.0, 0.0], [0.0, 0.0, 0.0], [0.0, 0.0, 0.1], [0.1, 0.1, 0.0], [0.0, 0.0, 0.0], [0.1, 0.0, 0.0], [0.0, -0.1, -0.1], [0.0, 0.0, 0.0], [0.0, 0.0, 0.0], [0.0, 0.0, 0.0], [0.0, 0.0, -0.1], [0.0, 0.0, 0.0], [0.0, 0.0, -0.1], [0.0, 0.0, 0.0], [0.0, -0.1, -0.1], [0.0, 0.0, -0.1], [0.1, -0.3, 0.2], [-0.1, 0.1, -0.2], [0.0, 0.1, 0.1], [0.0, 0.0, 0.0], [-0.1, 0.1, -0.1], [0.1, 0.0, 0.0], [0.0, 0.0, 0.0], [-0.1, 0.1, 0.0], [-0.1, 1.6, -0.2], [0.0, -0.1, 0.1], [-0.2, 0.2, -0.5], [0.1, -0.3, 0.2], [-0.1, 0.0, 0.0], [-0.1, 0.0, 0.0], [0.0, -0.1, 0.0], [0.0, 0.2, 0.1], [0.1, 0.0, 0.0], [-0.2, 0.1, 0.1], [0.1, 0.0, 0.0], [0.1, 0.0, 0.0], [-0.3, -0.1, 0.0], [0.3, 0.1, 0.0], [0.0, 0.0, 0.0], [0.0, 0.0, 0.0], [0.0, 0.0, 0.0], [0.0, 0.0, 0.0], [0.0, 0.0, 0.0], [0.0, 0.0, 0.0], [0.0, 0.0, 0.0], [0.0, 0.0, 0.0], [0.0, 0.0, 0.0], [0.0, -0.1, 0.1], [0.2, -0.1, -0.3], [0.1, 0.1, 0.2], [0.0, -0.2, -0.2], [0.1, -0.1, 0.2], [0.1, 0.2, -0.1], [-0.2, 0.0, 0.1], [-0.1, -0.2, -0.2], [0.0, 0.1, 0.1], [0.0, 0.0, 0.1], [0.0, 0.0, 0.0], [0.0, 0.0, 0.0], [0.0, 0.0, 0.1], [0.0, -0.1, 0.0], [0.0, 0.0, 0.0], [0.0, 0.0, 0.0], [0.0, 0.1, 0.1], [0.0, 0.0, 0.1]], "lowdin_charge": [1.443, -0.013, -0.645, -0.006, -0.015, -0.270, 1.020, -0.282, -0.645, -0.009, -0.017, -0.004, -0.246, -0.649, -0.006, -0.014, -0.014, 0.110, 0.092, 0.099, 0.108, 0.090, 0.074, 0.108, 0.091, 0.090, 0.097, 0.110, 0.067, 0.095, 0.082, 0.112, 0.080, 0.108, 0.093, 0.075, 0.105, 0.096, 0.085, 0.080, 0.107, 0.097, 0.110, 0.091, 0.946, -0.569, -0.125, -0.576, 0.996, -0.153, 0.038, 0.021, -0.112, -0.059, -0.119, -0.376, -0.127, 0.121, 0.106, 0.132, 0.089, -0.020, -0.577, -0.021, -0.025, -0.085, 0.130, 0.107, 0.096, 0.095, 0.106, 0.095, 0.094, 0.106, 0.092, 0.093, 0.072, -0.219, -0.088, -0.096, -0.147, -0.188, -0.147, -0.091, 0.131, 0.117, 0.122, 0.114, 0.124, 0.110, 0.122, 0.115, 0.131, 0.122]}

***

In the order shown, the computed molecular weight values come out to 130.0; 182.3; 200.4; 125.1; 329.3; 905.9 g/mol.
In the order shown, the computed total energy values come out to -38779.2696; -23891.5010; -49972.4978; -21800.8857; -31541.9663; -250553.8697 eV.